## i
DFT (the ωB97M-V functional and the def2-TZVPD basis) results for C3H12N4O as an isolated structure.

Summary:
* E_HOMO: -8.5 eV

ORCA input file:
```
! RIJCOSX wB97M-V def2-TZVPD def2/J DEFGRID3
* xyz 0 1
C -1.693 -1.237 0.261
C 0.609 -1.891 -0.111
N -0.331 -0.792 0.014
C -0.215 0.174 -1.072
O -1.063 1.201 -0.990
H -0.265 -0.328 -2.061
H -1.736 -1.747 1.225
H -2.053 -1.924 -0.519
H -2.342 -0.366 0.299
H 1.615 -1.507 -0.288
H 0.361 -2.566 -0.945
H 0.613 -2.473 0.812
N 1.496 1.910 0.459
N 1.073 1.213 1.509
N 0.597 2.771 0.050
H 0.863 0.629 -0.857
H 1.734 0.521 1.824
H 0.120 0.832 1.440
H 1.048 3.422 -0.586
H -0.433 2.158 -0.464
*
```



## ii
DFT (the ωB97M-V functional and the def2-TZVPD basis) results for a 2-piece molecular cluster, C3H12N4O overall.

Summary:
* SMILES: CN(N)C(N)=O.CN
* E_HOMO: -7.4 eV

ORCA input file:
```
! RIJCOSX wB97M-V def2-TZVPD def2/J DEFGRID3
* xyz 0 1
C -0.863 0.526 1.837
C 1.984 -0.785 -0.711
N -0.187 0.642 0.561
N 0.694 1.735 0.485
H 1.623 1.379 0.730
H 0.699 2.057 -0.486
H -0.174 0.818 2.632
H -1.743 1.173 1.873
H 1.887 -0.032 -1.484
H 2.530 -1.638 -1.114
H 2.475 -0.414 0.185
H -1.169 -0.504 2.019
C -0.769 0.151 -0.698
N 0.394 -1.504 -0.575
N -2.185 0.017 -0.522
O -0.348 0.713 -1.734
H -2.685 0.703 -1.075
H 0.092 -1.976 -1.422
H 0.360 -2.180 0.183
H -2.614 -0.881 -0.686
*
```



Relative energies, unit kcal/mol: i 2.5; ii 0.0



## i
DFT (the ωB97M-V functional and the def2-TZVPD basis) results for one molecule with the formula C16H22N2O2S.

Summary:
* SMILES: C=CC[C@H]1CCC/C(=N\NS(=O)(=O)c2ccc(C)cc2)C1
* E_HOMO: -9.2 eV

ORCA input file:
```
! RIJCOSX wB97M-V def2-TZVPD def2/J DEFGRID3
* xyz 0 1
C 5.046 -0.197 2.060
C 4.227 0.481 1.326
C 3.947 0.456 -0.160
H 4.502 -0.417 -0.603
H 4.017 1.149 -0.768
C 2.270 -0.099 -0.353
C 1.921 -0.070 -1.742
C 0.932 -0.950 -2.450
H 1.375 -1.907 -2.623
C -0.063 -1.208 -1.251
C 0.475 -1.472 0.039
N -0.109 -2.162 0.902
N -1.276 -2.792 1.013
S -2.713 -2.165 0.355
O -2.730 -2.746 -1.164
O -3.798 -2.810 1.335
C -2.813 -0.629 0.361
C -3.349 0.123 -0.742
C -3.317 1.663 -0.884
C -3.101 2.340 0.426
C -2.659 1.617 1.346
C -2.622 0.336 1.598
H -2.156 -0.172 2.370
H -2.403 2.233 2.491
C -3.213 3.954 0.063
H -2.569 4.254 1.113
H -4.249 3.872 0.416
H -2.822 4.364 -0.667
H -3.862 2.032 -1.588
H -3.533 -0.453 -1.617
H -1.487 -2.912 1.974
C 1.976 -1.431 0.013
H 2.340 -1.455 1.204
H 2.541 -2.281 -0.454
H -0.618 -0.266 -1.031
H -0.834 -1.650 -1.542
H 0.501 -0.640 -3.425
H 1.664 1.083 -1.889
H 2.904 -0.078 -2.466
H 1.570 0.831 0.222
H 3.538 1.130 2.018
H 5.031 0.002 3.270
H 5.523 -0.959 1.503
*
```



## ii
DFT (the ωB97M-V functional and the def2-TZVPD basis) results for one molecule with the formula C16H22N2O2S.

Summary:
* SMILES: CSc1cccc(NC(=O)CNC(=O)C2CCCCC2)c1
* E_HOMO: -8.2 eV

ORCA input file:
```
! RIJCOSX wB97M-V def2-TZVPD def2/J DEFGRID3
* xyz 0 1
C 1.757 -2.577 6.788
H 1.002 -3.331 6.584
H 2.749 -2.925 6.517
H 1.735 -2.309 7.840
S 1.367 -1.050 5.889
C 1.405 -1.531 4.190
C 1.128 -0.528 3.269
C 1.133 -0.797 1.906
C 1.418 -2.085 1.460
C 1.691 -3.074 2.386
C 1.689 -2.815 3.745
H 1.907 -3.611 4.437
H 1.912 -4.074 2.042
H 1.423 -2.301 0.406
N 0.848 0.265 1.038
C 0.815 0.274 -0.318
O 1.028 -0.675 -1.041
C 0.500 1.656 -0.891
N 0.314 1.556 -2.314
C -0.788 2.065 -2.924
O -1.538 2.824 -2.347
C -0.918 1.623 -4.376
C -1.922 2.481 -5.152
C -3.359 2.236 -4.702
C -3.716 0.757 -4.801
C -2.747 -0.067 -3.960
C -1.317 0.141 -4.448
H -1.242 -0.189 -5.487
H -0.631 -0.469 -3.854
H -3.003 -1.127 -4.018
H -2.824 0.241 -2.915
H -4.739 0.598 -4.456
H -3.658 0.432 -5.843
H -3.466 2.568 -3.670
H -4.037 2.827 -5.322
H -1.673 3.535 -5.013
H -1.828 2.246 -6.216
H 0.073 1.741 -4.832
H 0.825 0.799 -2.748
H 1.332 2.335 -0.656
H -0.419 2.069 -0.461
H 0.645 1.139 1.504
H 0.908 0.467 3.629
*
```



Relative energies, unit kcal/mol: i 422.4; ii 0.0



## i
DFT (the ωB97M-V functional and the def2-TZVPD basis) results for one molecule with the formula H2N2O3S.

Summary:
* SMILES: O=[N+]([O-])N(O)S
* E_HOMO: -10.2 eV

ORCA input file:
```
! RIJCOSX wB97M-V def2-TZVPD def2/J DEFGRID3
* xyz 0 1
N 0.869 0.915 0.032
N 0.081 -0.398 -0.046
O 1.646 1.023 0.936
O 0.648 1.695 -0.867
O 0.069 -1.146 1.085
S -1.467 -0.295 -0.813
H -0.680 -0.964 1.689
H -1.165 -0.830 -2.017
*
```



## ii
DFT (the ωB97M-V functional and the def2-TZVPD basis) results for a 2-piece molecular cluster, H2N2O3S overall.

Summary:
* E_HOMO (alpha / beta): -8.3 / -10.0 eV

ORCA input file:
```
! RIJCOSX wB97M-V def2-TZVPD def2/J DEFGRID3
* xyz 0 1
N -0.503 -0.551 -1.135
N 0.537 0.106 1.530
O 0.972 -0.795 0.868
O -0.553 1.879 -1.194
O 0.667 0.331 2.690
S -1.184 0.764 -0.491
H 0.338 -0.403 -1.731
H -0.275 -1.332 -0.537
*
```



Relative energies, unit kcal/mol: i 24.6; ii 0.0



## i
DFT (the ωB97M-V functional and the def2-TZVPD basis) results for a 2-piece molecular cluster, H2N2O3S overall.

Summary:
* E_HOMO: -9.0 eV

ORCA input file:
```
! RIJCOSX wB97M-V def2-TZVPD def2/J DEFGRID3
* xyz 0 1
N -0.108 1.652 0.329
N -0.519 0.664 -0.097
O 2.808 -0.331 0.423
O 4.715 0.932 -0.428
O 0.222 -0.508 -0.490
S 4.268 -0.341 0.114
H -1.383 0.375 -0.466
H 1.147 -0.351 -0.190
*
```



## ii
DFT (the ωB97M-V functional and the def2-TZVPD basis) results for H2N2O3S as an isolated structure.

Summary:
* E_HOMO: -10.9 eV

ORCA input file:
```
! RIJCOSX wB97M-V def2-TZVPD def2/J DEFGRID3
* xyz 0 1
N -0.607 -0.341 0.923
N -0.441 0.272 -1.152
O 1.461 1.161 0.349
O 1.583 -1.202 -0.233
O -1.250 0.633 -0.130
S 0.802 -0.020 0.016
H -0.835 0.084 1.812
H -0.714 -0.586 -1.583
*
```



Relative energies, unit kcal/mol: i 0.0; ii 31.3



## i
DFT (the ωB97M-V functional and the def2-TZVPD basis) results for a 2-piece molecular cluster, C3H10N2O2Si overall.

Summary:
* E_HOMO (alpha / beta): -6.7 / -6.7 eV

ORCA input file:
```
! RIJCOSX wB97M-V def2-TZVPD def2/J DEFGRID3
* xyz 0 1
C -2.463 -0.765 1.224
C -1.494 0.094 1.184
C -0.771 -0.053 -2.100
N 1.496 2.169 0.691
N 2.505 -1.372 -0.202
O 0.367 1.881 -0.192
O 1.802 -0.746 0.788
Si -0.407 0.443 -0.332
H -3.108 -1.098 2.082
H -2.600 -1.293 0.241
H -1.314 0.679 2.070
H -1.202 -1.039 -2.170
H -1.524 0.548 -2.585
H -0.006 -0.232 -2.803
H 1.691 1.286 1.073
H 1.015 2.784 1.342
H 3.439 -1.001 -0.526
H 2.574 -2.285 0.215
*
```



## ii
DFT (the ωB97M-V functional and the def2-TZVPD basis) results for one molecule with the formula C3H10N2O2Si.

Summary:
* SMILES: NC[C@](N)([SiH3])C(=O)O
* E_HOMO: -9.2 eV

ORCA input file:
```
! RIJCOSX wB97M-V def2-TZVPD def2/J DEFGRID3
* xyz 0 1
C 1.044 0.571 -0.937
C -0.902 -0.835 -0.198
C 0.220 0.055 0.173
N 1.200 -0.554 1.084
N -0.461 -1.854 -1.155
O 2.124 1.042 -0.754
O 0.617 0.366 -2.154
Si -0.576 1.754 1.000
H -1.223 -1.108 0.821
H -1.662 -0.153 -0.568
H 2.036 0.063 1.161
H 0.860 -0.506 2.173
H -0.004 -2.633 -0.764
H 0.047 -0.389 -2.181
H -1.395 -2.213 -1.533
H -0.810 1.207 2.456
H 0.412 2.793 1.273
H -1.527 2.395 0.102
*
```



Relative energies, unit kcal/mol: i 96.5; ii 0.0



## i
DFT (the ωB97M-V functional and the def2-TZVPD basis) results for C27H22N6O2PRuSSe2 as an isolated structure.

Summary:
* E_HOMO (alpha / beta): -7.0 / -7.0 eV

ORCA input file:
```
! RIJCOSX wB97M-V def2-TZVPD def2/J DEFGRID3
* xyz 0 2
Ru 0.094 -0.547 0.938
O 0.364 -1.126 4.778
C 0.906 -0.697 3.784
O 0.247 -0.048 2.840
C 2.401 -0.776 3.643
C 3.113 -0.876 4.843
C 4.491 -0.913 4.868
C 5.190 -0.864 3.666
C 4.504 -0.785 2.471
C 3.102 -0.736 2.435
S 2.430 -0.692 0.806
H 2.539 -0.924 5.759
H 5.019 -0.979 5.811
H 6.273 -0.893 3.660
H 5.042 -0.763 1.531
Se 0.238 -0.649 -1.737
P 0.244 1.505 -1.471
Se 0.387 2.108 0.606
C 1.609 2.203 -2.437
C 2.671 2.857 -1.829
C 3.735 3.306 -2.603
C 3.734 3.102 -3.974
C 2.668 2.447 -4.582
C 1.609 1.994 -3.816
C -1.247 2.243 -2.208
C -2.226 1.474 -2.821
C -3.358 2.088 -3.348
C -3.508 3.463 -3.261
C -2.527 4.234 -2.646
C -1.401 3.627 -2.117
H 2.671 3.004 -0.757
H 4.568 3.810 -2.130
H 4.569 3.442 -4.573
H 2.668 2.285 -5.652
H 0.781 1.469 -4.281
H -2.100 0.400 -2.883
H -4.121 1.486 -3.825
H -4.391 3.937 -3.670
H -2.644 5.308 -2.579
H -0.639 4.220 -1.624
N -2.866 1.290 0.671
C -3.138 -0.007 0.693
N -4.424 -0.369 0.661
C -4.648 -1.673 0.728
N -5.926 -2.090 0.699
N -3.698 -2.625 0.816
C -2.467 -2.173 0.775
N -2.104 -0.896 0.689
C -1.372 -3.173 0.844
C -1.641 -4.527 0.890
C -0.582 -5.416 0.979
C 0.708 -4.921 0.987
C 0.899 -3.550 0.922
N -0.124 -2.699 0.872
H -3.646 1.920 0.750
H -1.925 1.626 0.865
H -6.651 -1.400 0.771
H -6.117 -3.054 0.906
H -2.673 -4.845 0.867
H -0.763 -6.481 1.040
H 1.564 -5.578 1.052
H 1.885 -3.102 0.907
*
```



## ii
DFT (the ωB97M-V functional and the def2-TZVPD basis) results for C27H22N6O2PRuSSe2 as an isolated structure.

Summary:
* E_HOMO (alpha / beta): -6.9 / -6.9 eV

ORCA input file:
```
! RIJCOSX wB97M-V def2-TZVPD def2/J DEFGRID3
* xyz 0 2
Ru -1.078 0.053 -0.059
O -2.254 3.113 2.473
C -2.063 1.932 2.229
O -1.297 1.567 1.252
C -2.681 0.876 3.107
C -3.103 1.323 4.362
C -3.677 0.470 5.281
C -3.854 -0.866 4.947
C -3.460 -1.327 3.709
C -2.872 -0.473 2.764
S -2.522 -1.235 1.230
H -2.960 2.371 4.585
H -3.985 0.839 6.250
H -4.302 -1.553 5.654
H -3.605 -2.366 3.442
Se 0.789 -0.706 1.765
P 2.175 -0.146 0.198
Se 0.935 0.479 -1.512
C 3.322 1.176 0.691
C 3.889 1.126 1.959
C 4.803 2.094 2.342
C 5.144 3.111 1.462
C 4.569 3.165 0.199
C 3.655 2.197 -0.189
C 3.269 -1.508 -0.300
C 3.604 -1.709 -1.632
C 4.488 -2.721 -1.971
C 5.033 -3.530 -0.983
C 4.691 -3.332 0.348
C 3.805 -2.322 0.692
H 3.594 0.345 2.651
H 5.239 2.061 3.331
H 5.853 3.870 1.765
H 4.825 3.965 -0.483
H 3.190 2.245 -1.166
H 3.168 -1.084 -2.402
H 4.748 -2.880 -3.009
H 5.721 -4.321 -1.250
H 5.105 -3.969 1.118
H 3.509 -2.178 1.724
N -1.961 3.242 -0.752
C -2.434 2.400 -1.662
N -3.095 2.915 -2.700
C -3.515 2.050 -3.614
N -4.213 2.534 -4.655
N -3.291 0.733 -3.584
C -2.634 0.292 -2.534
N -2.205 1.071 -1.517
C -2.291 -1.099 -2.465
C -2.696 -2.031 -3.421
C -2.330 -3.344 -3.278
C -1.562 -3.720 -2.176
C -1.199 -2.752 -1.271
N -1.549 -1.474 -1.417
H -2.226 4.206 -0.851
H -1.608 2.879 0.139
H -4.335 3.525 -4.747
H -4.472 1.911 -5.398
H -3.295 -1.684 -4.249
H -2.636 -4.081 -4.008
H -1.254 -4.743 -2.023
H -0.609 -2.982 -0.392
*
```



Relative energies, unit kcal/mol: i 2.6; ii 0.0



## i
DFT (the ωB97M-V functional and the def2-TZVPD basis) results for one molecule with the formula C8H12N2S.

Summary:
* E_HOMO (alpha / beta): -7.8 / -7.8 eV

ORCA input file:
```
! RIJCOSX wB97M-V def2-TZVPD def2/J DEFGRID3
* xyz 0 1
C 2.948 -2.649 1.164
C 1.775 1.347 0.033
C -0.534 0.589 0.747
C 0.349 1.758 0.255
C 0.031 -0.754 0.312
C -0.112 2.378 -1.081
C -0.840 -2.023 0.639
C 2.226 -1.765 0.185
N 3.452 -3.350 1.934
N 1.319 -0.992 0.912
S 3.206 1.225 -0.527
H -0.416 0.686 1.871
H -1.541 0.780 0.404
H 0.104 2.506 0.893
H 0.030 -0.690 -0.844
H -0.888 3.216 -0.985
H -0.487 1.565 -1.720
H 0.892 2.663 -1.624
H -1.523 -2.263 -0.154
H -1.506 -1.879 1.575
H -0.077 -2.756 0.770
H 3.131 -1.015 -0.203
H 1.861 -2.440 -0.764
*
```



## ii
DFT (the ωB97M-V functional and the def2-TZVPD basis) results for a 2-piece molecular cluster, C8H12N2S overall.

Summary:
* SMILES: CC1=NCCCC1.N=C=C=S
* E_HOMO: -7.9 eV

ORCA input file:
```
! RIJCOSX wB97M-V def2-TZVPD def2/J DEFGRID3
* xyz 0 1
C 3.760 -0.522 -0.561
C 4.030 0.652 -0.133
C -1.143 1.277 0.132
C -0.345 1.392 -1.214
C -1.494 -0.202 0.486
C 0.577 0.145 -1.257
C -0.148 -0.913 0.739
C 0.025 -1.949 1.865
N 3.903 -1.709 -0.903
N 0.808 -0.732 -0.057
S 4.155 2.089 0.489
H -0.583 1.736 0.929
H -2.083 1.849 0.018
H -1.011 1.335 -2.147
H 0.155 2.343 -1.135
H -2.017 -0.179 1.456
H -1.995 -0.786 -0.349
H 0.141 -0.499 -2.081
H 1.596 0.344 -1.571
H 2.977 -2.111 -1.118
H 0.507 -1.223 2.536
H 0.544 -2.837 1.566
H -0.956 -2.116 2.257
*
```



Relative energies, unit kcal/mol: i 38.0; ii 0.0